{
  "formula": "C40H78Cl2NO15",
  "method": "ωB97M-V with the def2-TZVPD basis set",
  "gap_ev": 5.86,
  "total_energy_ev": -99989.6491,
  "homo_ha": -0.1629,
  "total_charge": -1,
  "fmax_ev_per_a": 3.90,
  "e_lumo_ev": 1.427,
  "symbols": ["C", "C", "C", "Cl", "N", "C", "O", "O", "C", "C", "Cl", "C", "O", "O", "H", "H", "H", "H", "H", "H", "H", "H", "H", "H", "H", "H", "C", "C", "O", "C", "H", "H", "H", "H", "H", "H", "C", "C", "O", "C", "H", "H", "H", "H", "H", "H", "C", "C", "O", "C", "H", "H", "H", "H", "H", "H", "C", "C", "O", "C", "H", "H", "H", "H", "H", "H", "C", "C", "O", "C", "H", "H", "H", "H", "H", "H", "C", "C", "O", "C", "H", "H", "H", "H", "H", "H", "C", "C", "O", "C", "H", "H", "H", "H", "H", "H", "C", "C", "O", "C", "H", "H", "H", "H", "H", "H", "C", "C", "O", "C", "H", "H", "H", "H", "H", "H", "C", "C", "O", "C", "H", "H", "H", "H", "H", "H", "C", "C", "O", "C", "H", "H", "H", "H", "H", "H"],
  "coordinates": [[-0.256754, 0.430494, 1.330771], [-0.371069, -0.130717, -0.123259], [-1.859028, -0.230150, -0.669863], [-1.895904, 0.721365, -2.261712], [-2.858132, 0.160776, 0.306034], [-3.573374, 1.383684, 0.001850], [-4.388262, 1.918968, 1.027150], [-3.707209, 2.966118, 1.630061], [-3.619781, -0.956556, 0.808707], [-4.570564, -1.539749, -0.330400], [-2.559571, -2.391959, 1.330465], [-4.467796, -0.716544, 2.111265], [-3.890091, -0.085455, 3.037133], [-5.638409, -1.120394, 2.308401], [-0.196846, 1.540604, 1.288793], [-1.022429, 0.056087, 2.034743], [0.738691, 0.100941, 1.724768], [0.083132, -1.151390, -0.145853], [0.253238, 0.483573, -0.812272], [-1.972904, -1.274476, -1.033092], [-4.242598, 1.267066, -0.891607], [-2.814360, 2.183288, -0.168921], [-3.671509, 2.777295, 2.584856], [-4.353014, -2.614946, -0.520314], [-5.641720, -1.379490, -0.105668], [-4.374413, -1.025748, -1.308492], [2.833590, 3.487824, 3.268285], [3.424444, 2.167413, 2.844083], [3.479856, 1.847122, 1.677087], [3.942539, 1.262026, 3.932829], [2.500636, 4.034615, 2.386610], [1.974688, 3.316991, 3.917920], [3.588095, 4.084031, 3.787874], [3.131597, 0.996614, 4.613342], [4.744705, 1.759972, 4.481002], [4.337506, 0.350239, 3.488384], [7.059155, -3.297275, 4.335401], [6.803514, -1.811725, 4.384876], [5.862299, -1.355434, 4.997654], [7.764705, -0.923927, 3.641295], [6.292229, -3.814751, 4.911808], [7.018927, -3.645774, 3.302350], [8.035951, -3.521700, 4.768937], [7.752573, -1.171816, 2.579421], [8.772790, -1.045119, 4.044828], [7.460778, 0.116865, 3.763380], [-3.243576, -0.345987, -5.007396], [-4.726258, -0.503667, -5.227398], [-5.534149, 0.079133, -4.537661], [-5.167532, -1.417609, -6.344142], [-3.069444, 0.337763, -4.173303], [-2.798549, -1.312738, -4.764254], [-2.777836, 0.067100, -5.905480], [-4.808385, -2.431837, -6.161182], [-4.784172, -1.048649, -7.297810], [-6.256744, -1.434695, -6.386800], [-9.603803, 3.029866, -0.586479], [-8.461544, 3.676429, 0.155416], [-8.390544, 4.882753, 0.278318], [-7.416566, 2.760163, 0.734866], [-10.281950, 3.801888, -0.951084], [-9.218864, 2.467424, -1.440635], [-10.152394, 2.370317, 0.080108], [-6.940996, 2.186152, -0.061508], [-7.874477, 2.085796, 1.460949], [-6.654956, 3.351716, 1.239832], [9.614599, -4.286679, 0.689900], [9.362932, -2.803002, 0.737728], [8.424233, -2.338637, 1.352852], [10.323326, -1.916220, -0.009171], [8.847714, -4.801115, 1.270667], [9.569270, -4.635779, -0.337593], [10.591318, -4.512344, 1.120159], [10.309153, -2.165715, -1.070051], [11.330906, -2.038490, 0.391544], [10.021678, -0.874699, 0.110837], [13.640413, -4.780090, -1.988425], [12.161541, -4.954939, -2.218280], [11.345096, -4.385066, -1.527679], [11.739528, -5.866611, -3.341678], [13.797738, -4.099567, -1.152308], [14.096512, -5.742553, -1.748743], [14.107181, -4.355392, -2.878697], [12.112024, -6.876671, -3.161398], [12.123887, -5.489566, -4.290949], [10.651686, -5.898181, -3.392039], [-6.037546, 2.096904, -8.493381], [-6.985996, 1.033083, -8.985040], [-6.613296, 0.150320, -9.726187], [-8.416890, 1.111485, -8.516655], [-5.046414, 1.915805, -8.908477], [-6.379620, 3.080925, -8.819071], [-5.973123, 2.063842, -7.403654], [-8.865122, 2.051546, -8.843653], [-8.456813, 1.035313, -7.428400], [-8.982588, 0.285511, -8.946747], [0.105862, 5.808962, 4.916744], [-0.816721, 4.726071, 4.409622], [-0.418587, 3.852356, 3.675099], [-2.255437, 4.779676, 4.857532], [1.106574, 5.647435, 4.516762], [-0.250403, 6.786448, 4.586409], [0.154250, 5.776788, 6.006915], [-2.715168, 5.712222, 4.524478], [-2.310311, 4.702404, 5.944965], [-2.800303, 3.944563, 4.420237], [-14.270920, 1.541641, -1.102324], [-12.821590, 1.278283, -0.775509], [-12.238440, 1.923246, 0.065329], [-12.129125, 0.178137, -1.540227], [-14.638982, 2.355945, -0.478996], [-14.370213, 1.829463, -2.150626], [-14.865970, 0.648930, -0.901161], [-12.134459, 0.406346, -2.607769], [-12.630354, -0.774328, -1.358440], [-11.095799, 0.099495, -1.204209], [-4.456315, -3.449120, 7.293296], [-3.719050, -2.768567, 6.161196], [-2.595254, -2.341292, 6.317728], [-4.441071, -2.649339, 4.846193], [-3.821536, -3.466670, 8.180143], [-5.369690, -2.898780, 7.526133], [-4.698738, -4.476421, 7.014767], [-5.353045, -2.064322, 4.973038], [-4.680896, -3.645274, 4.465063], [-3.806522, -2.139272, 4.125269], [13.645792, 1.015382, -1.835759], [12.436206, 0.426999, -2.518238], [12.473658, -0.670834, -3.028840], [11.179691, 1.259563, -2.539108], [14.473376, 0.309232, -1.896951], [13.938862, 1.942795, -2.330994], [13.424286, 1.205710, -0.784024], [11.363055, 2.197958, -3.065606], [10.848740, 1.460813, -1.518608], [10.394060, 0.713746, -3.060204]],
  "atomic_forces_ev_per_a": [[1.084, -0.074, -0.355], [0.067, 0.000, 0.348], [1.527, -0.435, 0.289], [0.028, -0.037, 0.589], [0.632, -0.487, 0.319], [0.184, 1.289, -0.178], [-0.726, -1.381, -0.659], [0.824, 1.445, 0.684], [-2.594, -1.532, -1.327], [0.499, -0.007, -0.695], [0.179, 0.730, -0.197], [-0.659, 1.850, 3.372], [1.311, 0.031, -1.091], [0.338, -0.887, -2.305], [-0.456, -0.680, 0.303], [0.216, 0.411, -0.570], [-0.676, 0.266, -0.276], [-0.556, 0.599, -0.027], [-0.516, -0.362, 0.499], [-0.427, 0.786, 0.439], [0.337, 0.065, 0.689], [-0.515, -0.781, -0.368], [-0.117, -0.865, -0.392], [-0.434, 0.710, 0.309], [0.683, -0.228, 0.248], [0.001, -0.254, 0.746], [0.032, 0.067, -0.258], [0.013, -0.079, -0.204], [0.051, 0.063, 0.088], [0.023, -0.168, -0.318], [-0.037, -0.063, 0.050], [0.065, 0.066, 0.059], [-0.056, -0.069, 0.162], [0.094, 0.106, 0.127], [-0.123, -0.008, 0.163], [-0.017, 0.047, 0.061], [-0.311, -0.136, 0.177], [-0.122, 0.254, 0.146], [0.083, -0.120, -0.038], [-0.401, 0.521, 0.210], [0.031, 0.069, -0.004], [0.231, 0.037, -0.001], [0.070, -0.024, -0.195], [0.124, 0.160, 0.505], [0.056, -0.130, -0.193], [-0.011, -0.067, 0.139], [-0.235, 0.364, 0.145], [-0.053, 0.110, 0.199], [0.018, -0.024, -0.175], [-0.329, 0.090, 0.050], [-0.195, -0.303, -0.404], [0.097, 0.023, -0.143], [0.063, -0.220, -0.065], [0.136, 0.040, -0.147], [0.111, -0.177, -0.014], [0.054, -0.001, 0.007], [0.151, 0.404, -0.086], [0.172, 0.196, 0.001], [-0.093, -0.106, -0.031], [-0.011, 0.418, 0.117], [0.018, -0.035, 0.050], [0.000, -0.163, 0.109], [0.130, -0.118, -0.109], [-0.069, -0.178, 0.118], [0.072, -0.196, -0.157], [-0.005, -0.067, -0.066], [-0.572, -0.080, 0.477], [-0.122, 0.000, 0.097], [0.350, -0.578, -0.806], [-0.237, 0.418, 0.079], [0.024, 0.119, 0.046], [0.194, 0.003, 0.055], [0.079, -0.036, -0.252], [0.245, -0.111, 0.055], [0.050, -0.153, -0.222], [-0.045, -0.070, 0.062], [-0.059, 0.177, 0.257], [-0.126, 0.139, 0.080], [0.389, -0.133, -0.373], [-0.310, 0.067, 0.075], [-0.035, -0.023, -0.057], [0.071, 0.001, -0.186], [0.057, -0.161, -0.025], [0.134, 0.040, -0.142], [0.128, -0.142, 0.015], [0.061, 0.019, 0.015], [0.226, -0.157, -0.118], [0.113, -0.191, -0.160], [-0.041, 0.082, 0.083], [-0.076, -0.260, -0.142], [-0.067, -0.012, 0.002], [-0.055, 0.031, 0.202], [-0.120, 0.169, 0.003], [0.020, 0.062, 0.201], [-0.026, 0.204, 0.000], [0.060, 0.035, 0.006], [0.247, -0.102, -0.132], [-0.029, -0.273, -0.196], [-0.009, 0.163, 0.117], [-0.046, -0.199, -0.170], [-0.062, -0.005, 0.005], [-0.057, 0.025, 0.183], [-0.112, 0.163, -0.004], [0.005, 0.050, 0.177], [-0.052, 0.169, -0.004], [0.066, 0.024, 0.056], [-0.020, 0.248, 0.192], [0.159, 0.096, 0.176], [-0.473, -0.196, -0.013], [0.264, 0.068, 0.168], [0.051, -0.043, -0.022], [-0.078, -0.183, -0.028], [-0.004, -0.024, -0.197], [-0.135, -0.140, -0.015], [-0.065, 0.016, -0.182], [-0.062, 0.013, -0.007], [0.265, 0.038, 0.313], [0.206, 0.179, -0.374], [-0.120, -0.159, 0.217], [0.407, -0.015, 0.101], [-0.018, 0.009, -0.052], [-0.100, -0.148, -0.104], [-0.192, 0.067, -0.032], [-0.073, -0.118, -0.151], [-0.230, 0.023, 0.077], [-0.087, 0.097, 0.087], [0.167, -0.264, -0.059], [-0.049, -0.266, -0.131], [0.036, 0.103, 0.073], [-0.126, -0.245, -0.153], [-0.063, 0.021, -0.012], [-0.080, 0.097, 0.168], [-0.010, 0.201, -0.054], [-0.005, 0.090, 0.189], [0.060, 0.191, -0.034], [0.057, 0.011, 0.034]]
}